Entry 1:
A cluster of 13 separate species, C64H167N13O19 in total. Source: the OMol25 dataset; level of theory: ωB97M-V with the def2-TZVPD basis set.

Results
Kohn-Sham gap = 0.31956 Ha
HOMO energy = -0.307 Eh
LUMO = 0.35 eV

```
! wB97M-V def2-TZVPD RIJCOSX def2/J DEFGRID3
* xyz 0 1
C -6.02168 -1.46435 -4.79165
O -6.87618 -1.81630 -5.82301
C -6.32651 -2.66947 -6.72631
C -5.41140 -1.91662 -7.77069
N -6.20645 -0.82681 -8.38659
C -5.44731 0.29402 -8.84887
C -4.87435 1.20037 -7.72502
O -5.90516 1.55612 -6.87123
C -5.47664 2.50829 -5.83412
H -6.38340 -0.53785 -4.34571
H -5.04069 -1.15178 -5.14951
H -5.88843 -2.12661 -3.93622
H -7.14339 -3.17932 -7.23705
H -5.80284 -3.47369 -6.20951
H -5.06024 -2.62921 -8.51702
H -4.54344 -1.51925 -7.24453
H -6.70894 -0.42461 -7.60823
H -6.13059 0.94661 -9.39233
H -4.64237 -0.05817 -9.49396
H -4.42163 2.07823 -8.18602
H -4.06466 0.65111 -7.24458
H -6.35031 2.94150 -5.34715
H -4.96083 3.36114 -6.27535
H -4.80046 2.10151 -5.08218
C 1.62837 -3.05170 5.63831
O 1.91663 -3.74147 6.86600
C 2.90471 -4.75149 6.80935
C 3.39594 -5.12692 8.25117
N 4.19359 -4.06810 8.80819
C 4.73069 -4.39112 10.14633
C 3.75100 -4.36926 11.29428
O 4.47030 -4.71714 12.46756
C 3.60341 -4.70130 13.59274
H 2.48940 -2.55191 5.19454
H 0.93783 -2.24061 5.86936
H 1.17569 -3.75955 4.94395
H 3.71989 -4.27795 6.26223
H 2.48628 -5.61307 6.28906
H 3.83350 -6.11924 8.14187
H 2.44462 -5.19639 8.77868
H 3.63148 -3.23047 8.85818
H 5.52383 -3.67038 10.34522
H 5.25999 -5.34313 10.10614
H 3.07299 -5.20982 11.14645
H 3.18944 -3.45619 11.49194
H 3.48888 -3.67755 13.94898
H 4.16079 -5.11191 14.43466
H 2.65861 -5.23580 13.49387
C 2.10343 -6.09726 -7.71768
O 2.20412 -4.96281 -6.87277
C 2.08541 -3.75405 -7.67955
C 2.50199 -2.42832 -6.92347
N 2.06412 -1.14936 -7.63355
C 2.45316 -0.02256 -6.83288
C 2.17045 1.28253 -7.57600
O 2.98396 1.47284 -8.67683
C 2.75761 2.70549 -9.36706
H 3.00238 -6.36809 -8.27143
H 1.28969 -6.12203 -8.44246
H 1.89451 -6.84708 -6.95464
H 1.04334 -3.57795 -7.94636
H 2.74386 -3.86615 -8.54093
H 3.57602 -2.27784 -6.81431
H 1.98518 -2.51411 -5.96762
H 2.51794 -1.02238 -8.52687
H 3.50830 0.01304 -6.56175
H 1.88196 -0.09639 -5.90747
H 2.27860 2.13267 -6.90245
H 1.13157 1.27183 -7.90572
H 1.79094 3.13771 -9.10854
H 2.81579 2.58280 -10.44857
H 3.43256 3.37927 -8.83928
C 1.80190 3.44674 -4.49198
O 2.58514 2.23789 -4.41317
C 2.76269 1.86662 -3.06291
C 2.88103 0.36735 -3.00705
N 1.53985 -0.26348 -2.80203
C 1.50489 -1.72527 -2.80852
C 2.47177 -2.31080 -1.75903
O 3.73055 -2.41096 -2.44720
C 4.69757 -3.09081 -1.64956
H 0.82468 3.23549 -4.05779
H 1.62690 3.72699 -5.53070
H 2.06991 4.32454 -3.90399
H 1.91915 2.15224 -2.43445
H 3.59166 2.43023 -2.63482
H 3.66078 0.17920 -2.26901
H 3.34610 0.01407 -3.92737
H 0.92192 0.17724 -3.46838
H 1.74966 -2.18700 -3.76507
H 0.50693 -2.08275 -2.55476
H 2.07380 -3.27366 -1.43868
H 2.54955 -1.78659 -0.80653
H 5.08863 -2.55659 -0.78366
H 5.51379 -3.32937 -2.33144
H 4.33424 -4.05787 -1.30187
C -1.49863 0.86338 -5.23921
O -0.85932 1.36942 -4.08905
C -1.71568 1.53596 -2.93923
C -1.00896 2.10514 -1.73143
N -0.35149 1.03432 -0.98698
C 0.01875 1.49977 0.32213
C 0.61000 0.33574 1.09578
O 0.92476 0.76252 2.42262
C 1.11805 -0.30726 3.33144
H -2.07144 -0.04011 -5.03015
H -0.77956 0.59821 -6.01427
H -2.16856 1.62449 -5.63922
H -2.06962 0.54226 -2.66466
H -2.49177 2.22056 -3.28144
H -1.73524 2.52975 -1.03837
H -0.28530 2.86789 -2.01888
H 0.46649 0.70540 -1.47975
H -0.86673 1.81294 0.87526
H 0.65737 2.37921 0.23935
H 1.44051 -0.08384 0.52807
H -0.13098 -0.46351 1.11118
H 1.90232 -0.99635 3.01811
H 0.14206 -0.77589 3.45766
H 1.42740 0.13382 4.27899
C -0.51461 9.16295 -3.11901
O -1.23770 8.00699 -3.30647
C -1.54073 7.23583 -2.16261
C -2.09763 5.88210 -2.62380
N -3.53077 5.98431 -2.89023
C -4.25477 4.73625 -3.16092
C -4.46284 3.96452 -1.91243
O -5.08233 2.71037 -2.20548
C -5.21710 1.88862 -1.08052
H 0.43332 9.01240 -2.60242
H -1.11812 9.84670 -2.52206
H -0.35385 9.59575 -4.10640
H -2.23523 7.87887 -1.62199
H -0.64879 7.19357 -1.53750
H -1.87343 5.10225 -1.89601
H -1.62954 5.74117 -3.59803
H -3.59112 6.61806 -3.67433
H -3.72316 4.21653 -3.95803
H -5.25897 4.99380 -3.49760
H -5.16084 4.45016 -1.23048
H -3.56326 3.85159 -1.30737
H -4.27385 1.73232 -0.55712
H -5.49490 0.87249 -1.36054
H -5.97887 2.23984 -0.38450
C -0.54202 -5.13978 2.61909
C -0.46426 -3.97192 1.65398
C 0.94275 -3.73119 1.19112
O 1.85377 -3.57225 2.28151
C 3.18790 -3.70352 1.93358
N -1.37927 -4.21638 0.57671
H -0.19738 -6.08775 2.20595
H -1.57682 -5.28101 2.93109
H 0.02258 -4.97951 3.53758
H -0.77941 -3.10704 2.23772
H 0.92085 -2.83037 0.57781
H 1.23488 -4.62424 0.63865
H 3.92035 -3.41577 2.68778
H 3.41085 -3.06352 1.07988
H 3.44208 -4.72491 1.65030
H -1.50276 -3.34810 0.07578
H -2.22931 -4.34581 1.10660
C 2.10182 5.19902 -0.71400
C 1.81115 5.96178 0.55861
C 1.23160 5.07413 1.67347
O -0.06471 4.61553 1.31592
C -0.68702 3.93969 2.40696
N 3.00253 6.57461 1.05467
H 2.15462 5.89722 -1.54937
H 1.34560 4.45093 -0.95187
H 3.06604 4.69600 -0.78703
H 1.16555 6.73820 0.14816
H 1.14671 5.64172 2.60016
H 1.88469 4.22110 1.85764
H -0.87614 4.57898 3.26930
H -0.11491 3.07621 2.74635
H -1.72351 3.74641 2.13052
H 3.50087 6.75489 0.19487
H 3.59353 5.88074 1.48982
C 4.45131 -0.59575 7.97180
C 3.11526 -0.45665 8.71187
C 2.16449 0.50865 8.01619
O 2.56430 1.90594 7.99723
C 2.36789 2.65399 9.18122
N 2.43967 -1.76733 8.82290
H 5.20102 -1.25271 8.41276
H 4.84447 0.40332 7.78373
H 4.27746 -0.89611 6.93852
H 3.36594 -0.07596 9.70199
H 1.22028 0.41117 8.55198
H 1.95482 0.16000 7.00497
H 3.18188 2.40985 9.86380
H 1.38241 2.64488 9.64690
H 2.55148 3.69446 8.91323
H 2.23394 -2.16433 7.91727
H 1.53952 -1.68435 9.27339
C -4.37415 -2.45330 -0.51773
C -3.27300 -1.31079 -0.33448
C -3.34150 -0.74961 1.11310
O -4.64611 -0.27464 1.40414
C -4.89473 0.50447 2.51454
N -1.97987 -1.81815 -0.73518
H -4.37415 -3.19988 0.27644
H -4.36020 -3.00104 -1.46001
H -5.37780 -2.03647 -0.60166
H -3.52763 -0.50367 -1.02137
H -2.61727 0.05470 1.24221
H -3.07020 -1.52645 1.82795
H -4.22500 0.27486 3.34330
H -5.94810 0.31306 2.71917
H -4.69725 1.55735 2.31317
H -1.32756 -1.04706 -0.73224
H -2.02000 -2.02795 -1.72233
C 4.77909 1.67212 4.84249
C 4.27358 2.40093 3.60985
C 5.36653 3.26406 2.97920
O 4.78321 4.03160 1.81266
C 5.67241 4.65572 0.90265
N 3.73917 1.44624 2.70338
H 5.05086 2.38897 5.61733
H 5.59098 0.97195 4.64582
H 3.90800 1.09654 5.15554
H 3.50101 3.09941 3.93134
H 6.17272 2.61008 2.64683
H 5.80835 3.97685 3.67549
H 6.31251 3.89515 0.45552
H 6.42938 5.17790 1.48782
H 5.22636 5.34398 0.18471
H 2.86542 1.03142 2.99422
H 3.52812 1.92213 1.83788
C -5.30449 -0.55035 6.26242
C -4.36676 0.03731 7.33835
C -3.00034 0.47546 6.80133
O -3.12469 1.20383 5.56409
C -1.98581 1.43763 4.84289
N -5.09179 1.09495 8.01613
H -6.23173 -0.93752 6.68482
H -4.87024 -1.44650 5.81918
H -5.60457 0.14235 5.47615
H -4.11300 -0.73427 8.06525
H -2.43702 -0.44681 6.65925
H -2.52924 1.20317 7.46208
H -2.27584 2.19513 4.11477
H -1.63587 0.51138 4.38715
H -1.15755 1.80738 5.44736
H -4.41435 1.56897 8.59621
H -5.39822 1.80260 7.36388
C -1.41946 -2.50424 -6.19903
C -2.16775 -3.76848 -5.72144
C -1.20265 -4.95865 -5.30667
O -0.39423 -4.56094 -4.28631
C 0.57570 -5.62160 -3.96294
N -2.99698 -3.31682 -4.63258
H -2.09564 -1.72359 -6.54756
H -0.68791 -2.72481 -6.97639
H -0.86595 -2.03690 -5.38459
H -2.74831 -4.15518 -6.55901
H -0.66352 -5.24192 -6.21066
H -1.75189 -5.83827 -4.97096
H 0.10368 -6.46955 -3.46668
H 1.34084 -5.18322 -3.32225
H 1.14786 -6.05041 -4.78566
H -3.33225 -4.13293 -4.14100
H -2.32820 -2.97942 -3.95509
*
```

=====

Entry 2:
A structure of composition C36H40ClF5N8O2PPbS2. Source: the OMol25 dataset; level of theory: ωB97M-V with the def2-TZVPD basis set.

Results
Kohn-Sham gap = 0.31412 Ha
HOMO energy = -0.585 Eh
LUMO = -7.37 eV

```
! wB97M-V def2-TZVPD RIJCOSX def2/J DEFGRID3
* xyz 3 1
Pb -0.81316 -0.13731 -2.55152
Cl 1.12876 -1.34503 1.83560
C 1.93583 -1.29434 3.37318
C 1.57443 -2.21478 4.33515
C 2.25468 -2.24734 5.54623
C 3.29602 -1.36960 5.79286
C 3.64535 -0.43247 4.83497
C 2.96452 -0.36986 3.61435
P 3.51060 0.86136 2.44776
C 4.38375 0.17793 1.06365
C 4.92526 1.03798 0.09962
C 5.60791 0.51144 -0.98234
C 5.76351 -0.86535 -1.09927
C 5.23660 -1.71915 -0.13997
C 4.54197 -1.20274 0.94204
C 4.48099 2.08026 3.27768
C 5.84933 2.21001 3.02605
C 6.59109 3.12898 3.75186
C 5.97489 3.90420 4.72341
C 4.61448 3.76645 4.98558
C 3.86469 2.85495 4.26945
H 0.77031 -2.90838 4.13446
H 1.96846 -2.97266 6.29603
H 3.83157 -1.40537 6.73096
H 4.44774 0.26286 5.03909
H 4.83701 2.11309 0.20517
H 6.03947 1.17258 -1.72153
H 6.31834 -1.27189 -1.93457
H 5.38495 -2.78715 -0.22370
H 4.14828 -1.86842 1.69894
H 6.33752 1.59137 2.28527
H 7.65026 3.23441 3.56229
H 6.55853 4.61915 5.28794
H 4.14510 4.37033 5.74982
H 2.80630 2.74630 4.47391
C -4.16264 4.22537 -4.52665
C -3.72743 3.81971 -3.17200
N -4.10615 4.34184 -2.05226
N -3.44398 3.63714 -1.09228
C -2.65559 2.68868 -1.57983
S -1.66626 1.63846 -0.66465
N -2.82183 2.79347 -2.91824
N -2.18644 1.96634 -3.84282
H -4.89667 5.02080 -4.42890
H -4.61982 3.38988 -5.05866
H -3.32317 4.59935 -5.11493
H -3.58143 3.86483 -0.11877
H -1.67264 2.54043 -4.50645
H -2.90548 1.42432 -4.32261
C -7.36224 -0.46847 -0.68403
C -7.00030 -1.94957 -0.69618
C -6.07530 -2.31382 0.46073
C -6.43284 -2.38517 -2.04676
N -5.18921 -1.67018 -2.39147
C -3.93792 -1.87305 -1.99019
N -3.18390 -0.93559 -2.52628
N -4.01385 -0.15835 -3.26013
N -5.20919 -0.59299 -3.18148
H -7.86035 -0.21111 0.24965
H -8.03158 -0.20803 -1.50415
H -6.46927 0.15897 -0.76060
H -7.91951 -2.53302 -0.59435
H -5.17186 -1.69476 0.46353
H -5.78367 -3.36670 0.43445
H -6.57540 -2.13779 1.41200
H -7.12138 -2.16689 -2.86026
H -6.19979 -3.44938 -2.06168
H -3.62052 -2.67025 -1.34137
F 1.63016 4.83168 -2.44507
C 1.78369 4.04560 -1.39463
C 2.08707 4.57689 -0.14909
F 2.24046 5.87796 -0.00415
C 2.20852 3.73807 0.94812
F 2.46468 4.27272 2.13129
C 2.04930 2.35926 0.83130
O 2.12576 1.54320 1.93691
C 1.73618 1.85045 -0.41832
F 1.49729 0.54251 -0.62390
C 1.60679 2.68206 -1.51367
F 1.23358 2.14454 -2.68865
C -2.00179 -3.95787 0.54919
C -1.35085 -4.44841 -0.73620
S 0.19497 -3.58260 -1.02660
O -0.20488 -2.21517 -1.59909
C 0.82900 -4.51244 -2.43191
C -0.09920 -4.60207 -3.62996
H -2.97105 -4.43708 0.68353
H -2.14286 -2.87423 0.55047
H -1.38719 -4.20627 1.41334
H -1.96887 -4.29462 -1.62217
H -1.09822 -5.50948 -0.67702
H 1.08995 -5.49186 -2.02308
H 1.76446 -4.00499 -2.67310
H -0.92378 -5.29195 -3.45948
H 0.46085 -4.96931 -4.48839
H -0.50177 -3.62283 -3.89257
*
```

=====

Entry 3:
A structure of composition C38H38ClIrOP2S. Source: the OMol25 dataset; level of theory: ωB97M-V with the def2-TZVPD basis set.

Results
Kohn-Sham gap (spin up / spin down) = 0.14571 / 0.14477 Ha
HOMO energy (spin up / spin down) = -0.471 / -0.598 Eh
LUMO (spin up / spin down) = -8.86 / -12.34 eV

```
! wB97M-V def2-TZVPD RIJCOSX def2/J DEFGRID3
* xyz 3 6
Ir 0.02546 0.02188 0.30034
Cl 2.37725 0.06966 0.61445
P 0.01289 -2.22419 -0.24859
P 0.00227 2.23821 -0.27037
C 0.35313 -3.19320 1.27611
C 1.23824 -3.00710 -1.37850
C -1.59637 -2.90967 -0.81408
C -1.65899 3.01460 -0.30163
C 0.88166 3.19956 1.02438
C 0.84282 2.91962 -1.74758
C -0.53405 -4.15955 1.77948
C -0.23594 -4.80680 2.98426
C 0.97184 -4.55127 3.64217
C 1.89768 -3.65847 3.09022
C 1.58733 -2.98621 1.90871
H -1.45161 -4.41272 1.24395
H -0.94523 -5.52976 3.39167
H 1.21415 -5.07744 4.56788
H 2.88128 -3.51583 3.54391
H 2.30942 -2.29810 1.46167
C -2.77217 -2.50164 -0.15836
C -4.00582 -3.04522 -0.52953
C -4.07771 -3.98490 -1.56315
C -2.91384 -4.37949 -2.23095
C -1.67564 -3.83938 -1.86800
H -2.72553 -1.74708 0.63222
H -4.90675 -2.73183 -0.00262
H -5.04416 -4.40113 -1.85066
H -2.96652 -5.11126 -3.03788
H -0.77449 -4.15411 -2.39723
C 1.76497 -4.29141 -1.14074
C 2.68374 -4.85324 -2.03523
C 3.07138 -4.14590 -3.17743
C 2.53350 -2.87948 -3.42941
C 1.61958 -2.31267 -2.53675
H 1.47066 -4.86537 -0.25932
H 3.09411 -5.84476 -1.84096
H 3.78933 -4.57865 -3.87579
H 2.81382 -2.32812 -4.32667
H 1.19546 -1.32691 -2.73336
C 2.26062 3.43199 0.92480
C 2.93067 4.13814 1.92316
C 2.23575 4.53160 3.07432
C 0.86918 4.26605 3.19812
C 0.18832 3.64981 2.15069
H 2.81796 3.07370 0.05699
H 3.98530 4.38459 1.79255
H 2.76187 5.04503 3.87778
H 0.31716 4.53821 4.09987
H -0.88947 3.51305 2.22398
C -2.75285 2.33137 0.24844
C -4.02466 2.90702 0.25288
C -4.20742 4.18909 -0.26893
C -3.12381 4.88253 -0.81800
C -1.86207 4.28713 -0.85576
H -2.60460 1.34782 0.68457
H -4.85906 2.35154 0.68142
H -5.19675 4.64458 -0.25220
H -3.25620 5.88500 -1.22831
H -1.05009 4.83405 -1.32646
C 1.18133 4.28233 -1.84440
C 1.75663 4.78790 -3.01328
C 2.06472 3.92152 -4.06640
C 1.78410 2.55600 -3.95495
C 1.15458 2.05866 -2.80798
H 0.99004 4.98472 -1.02749
H 1.95253 5.85808 -3.10018
H 2.50976 4.31086 -4.98302
H 2.02955 1.87127 -4.76673
H 0.91142 0.99854 -2.72631
H -1.41757 -0.01637 -0.47299
H -0.60518 0.13317 -1.21939
C 0.69844 0.61078 4.05005
S -0.51647 0.23182 2.75792
C -1.15674 -1.25006 3.47674
O -1.56482 1.28590 2.88485
H 1.24624 -0.27789 4.37155
H 0.14304 1.01082 4.90750
H 1.41345 1.34923 3.68436
H -1.78694 -0.89840 4.29965
H -1.74648 -1.80247 2.74605
H -0.36195 -1.90477 3.82941
*
```

=====

Entry 4:
An isolated molecule of C12H25P. Source: the OMol25 dataset; level of theory: ωB97M-V with the def2-TZVPD basis set.

Results
Kohn-Sham gap = 0.27988 Ha
HOMO energy = -0.249 Eh
Structure (SMILES) = CCCC(C)(C)/C(C)=C\[PH2]=C(C)C
LUMO = 0.83 eV

```
! wB97M-V def2-TZVPD RIJCOSX def2/J DEFGRID3
* xyz 0 1
C -1.29691 0.73784 0.03120
C -0.23374 1.39012 0.50045
C -0.15504 2.86560 0.23003
C 3.60480 -0.07124 -0.93022
C -2.67559 -3.18398 -1.24725
C -3.00400 -1.00495 -2.50794
C 0.26704 0.18646 2.59755
C 1.97397 1.74047 1.71263
C 2.08279 0.03069 -0.87470
C 1.50658 -0.39803 0.48597
C -2.25877 -1.73595 -1.41762
C 0.88026 0.74756 1.30549
P -1.98023 -0.94572 0.10829
H -2.02453 1.32874 -0.52539
H -0.14650 3.42816 1.16261
H 0.75604 3.11140 -0.31386
H -1.00425 3.19812 -0.36281
H 3.92151 -1.10415 -0.80628
H 3.97449 0.28432 -1.88919
H 4.06371 0.52386 -0.14414
H -3.74998 -3.31385 -1.09038
H -2.15346 -3.64316 -0.40536
H -2.40939 -3.72955 -2.15322
H -2.71489 -1.44136 -3.46492
H -4.09017 -1.09756 -2.42357
H -2.74364 0.05145 -2.52466
H -0.55302 -0.49290 2.37882
H 1.01819 -0.34914 3.17390
H -0.12182 0.99915 3.20821
H 2.72245 1.22229 2.30782
H 1.56787 2.54499 2.32044
H 2.47114 2.17367 0.84969
H 1.78284 1.05474 -1.10431
H 1.65977 -0.60123 -1.65834
H 2.29598 -0.85435 1.08637
H 0.74066 -1.15688 0.31876
H -1.17118 -1.84773 0.77492
H -2.80301 -0.64789 1.29103
*
```

=====

Entry 5:
A cluster of 2 separate species, C2H6N2O2 in total. Source: the OMol25 dataset; level of theory: ωB97M-V with the def2-TZVPD basis set.

Results
Kohn-Sham gap = 0.32370 Ha
HOMO energy = -0.318 Eh
LUMO = 0.17 eV

```
! wB97M-V def2-TZVPD RIJCOSX def2/J DEFGRID3
* xyz 0 1
N -0.00276 -2.66120 -0.54959
C -0.21979 -1.35467 -0.46410
N -0.80569 -0.74446 0.49776
H -0.33447 -3.26427 0.21636
H 0.55329 -3.02836 -1.30619
H 0.19492 -0.74138 -1.32301
H -0.79784 0.35630 0.55320
H -1.22884 -1.38432 1.17324
O 1.29718 1.20073 -0.29565
C 0.45889 2.07075 0.08798
O -0.66099 1.85665 0.69774
H 0.74793 3.14623 0.08920
*
```

=====

- Which formula does entry 5 have?
  C2H6N2O2